Computed, not measured: C4H8O2 as an isolated structure, with wB97M-V/def2-TZVPD.

- E_HOMO (hartree) = -0.3577
- gap between HOMO and LUMO (eV) = 10.83
- total energy (Ha) = -307.63027
- energy relative to the best compared isomer or geometry (same formula, charge and spin) (kcal/mol) = 51.6

```
! RIJCOSX wB97M-V def2-TZVPD def2/J DEFGRID3
* xyz 0 1
O 0.88 0.85 0.08
O -0.54 -0.72 -0.98
C 0.64 -0.51 -0.27
C -1.05 0.38 -1.71
C 0.42 0.62 1.42
C 0.43 -0.90 1.20
H 1.12 1.02 2.16
H 1.27 -1.41 1.67
H -0.50 -1.44 1.37
H -2.07 0.11 -1.98
H -0.57 1.05 1.59
H -0.47 0.59 -2.62
H 1.50 -0.93 -0.82
H -1.06 1.29 -1.10
*
```

Results of the Mulliken charge analysis, in e, for atoms 1 through 5: atom 1 (O): -0.4523, atom 2 (O): -0.3804, atom 3 (C): 0.3190, atom 4 (C): -0.6763, atom 5 (C): -0.2877



Computed, not measured: C4H8O2 as an isolated structure, with wB97M-V/def2-TZVPD.

- E_HOMO (alpha / beta) (hartree) = -0.2467 / -0.2467
- gap between HOMO and LUMO (alpha / beta) (eV) = 7.59 / 7.59
- total energy (Ha) = -307.48562
- energy relative to the best compared isomer or geometry (same formula, charge and spin) (kcal/mol) = 142.3

```
! RIJCOSX wB97M-V def2-TZVPD def2/J DEFGRID3
* xyz 0 1
O -1.04 -0.02 -1.07
O 0.88 -0.09 1.40
C 1.13 0.84 0.38
C -1.34 -0.54 0.43
C -0.04 -0.98 0.83
C 0.81 0.12 -0.92
H 2.17 1.20 0.42
H 0.47 1.72 0.47
H 0.14 -2.02 1.09
H 0.80 0.78 -1.80
H -2.07 -1.34 0.31
H -1.55 0.78 -1.35
H -1.77 0.35 0.90
H 1.39 -0.77 -1.13
*
```

Results of the Mulliken charge analysis, in e, for atoms 1 through 5: atom 1 (O): -0.4330, atom 2 (O): -0.4029, atom 3 (C): -0.1409, atom 4 (C): -0.3545, atom 5 (C): -0.4901



Computed, not measured: an isolated molecule of C4H8O2, with wB97M-V/def2-TZVPD.

- E_HOMO (alpha / beta) (hartree) = -0.2728 / -0.2468
- gap between HOMO and LUMO (alpha / beta) (eV) = 7.76 / 6.51
- total energy (Ha) = -307.47828
- energy relative to the best compared isomer or geometry (same formula, charge and spin) (kcal/mol) = 146.9

```
! RIJCOSX wB97M-V def2-TZVPD def2/J DEFGRID3
* xyz 0 1
O -1.49 -1.50 0.58
O -0.35 1.52 -0.39
C -0.02 1.00 0.92
C 1.12 0.34 -0.86
C 0.59 -0.32 0.39
C -0.53 -1.02 -0.33
H 1.85 1.15 -0.80
H -2.31 -1.63 0.09
H 1.07 -0.17 -1.82
H -0.90 0.91 1.55
H 1.28 -0.83 1.08
H -0.15 -1.79 -1.02
H -0.86 0.69 -0.76
H 0.72 1.66 1.36
*
```

Results of the Mulliken charge analysis, in e, for atoms 1 through 5: atom 1 (O): -0.4807, atom 2 (O): -0.4052, atom 3 (C): -0.3517, atom 4 (C): -0.5002, atom 5 (C): -0.1670



Computed, not measured: an isolated molecule of C4H8O2, with wB97M-V/def2-TZVPD.

- E_HOMO (hartree) = -0.3551
- gap between HOMO and LUMO (eV) = 10.57
- total energy (Ha) = -307.65398
- energy relative to the best compared isomer or geometry (same formula, charge and spin) (kcal/mol) = 36.7

```
! RIJCOSX wB97M-V def2-TZVPD def2/J DEFGRID3
* xyz 0 1
O 0.88 -0.48 0.28
O -1.69 1.67 1.33
C -1.47 -0.83 -0.14
C -0.61 1.17 1.12
C -0.34 0.18 0.00
C 1.93 -0.17 -0.60
H -0.25 0.77 -0.92
H -1.38 -1.38 -1.08
H -2.43 -0.32 -0.11
H -1.42 -1.55 0.69
H 1.70 -0.48 -1.63
H 2.81 -0.72 -0.26
H 0.28 1.42 1.74
H 2.17 0.91 -0.60
*
```

Results of the Mulliken charge analysis, in e, for atoms 1 through 5: atom 1 (O): -0.3819, atom 2 (O): -0.4802, atom 3 (C): -1.2721, atom 4 (C): -0.0642, atom 5 (C): 0.4156



Computed, not measured: an isolated molecule of C4H8O2, with wB97M-V/def2-TZVPD.

- E_HOMO (hartree) = -0.3099
- gap between HOMO and LUMO (eV) = 9.39
- total energy (Ha) = -307.62656
- energy relative to the best compared isomer or geometry (same formula, charge and spin) (kcal/mol) = 53.9

```
! RIJCOSX wB97M-V def2-TZVPD def2/J DEFGRID3
* xyz 0 1
O -0.42 0.64 0.48
O 3.15 0.29 0.62
C 0.91 0.88 0.61
C -2.24 -0.45 -0.56
C -0.73 -0.36 -0.48
C 1.85 -0.03 0.89
H -2.66 0.48 -0.95
H 1.70 -1.03 1.29
H -2.56 -1.27 -1.20
H -0.30 -1.33 -0.18
H 3.03 0.97 -0.05
H 1.20 1.92 0.53
H -2.64 -0.61 0.45
H -0.29 -0.10 -1.46
*
```

Results of the Mulliken charge analysis, in e, for atoms 1 through 5: atom 1 (O): -0.2963, atom 2 (O): -0.4915, atom 3 (C): -0.5729, atom 4 (C): -1.2029, atom 5 (C): -0.1803



Computed, not measured: an isolated molecule of C4H8O2, with wB97M-V/def2-TZVPD.

- E_HOMO (hartree) = -0.3555
- gap between HOMO and LUMO (eV) = 10.64
- total energy (Ha) = -307.65394
- energy relative to the best compared isomer or geometry (same formula, charge and spin) (kcal/mol) = 36.7

```
! RIJCOSX wB97M-V def2-TZVPD def2/J DEFGRID3
* xyz 0 1
O -0.44 -0.05 0.66
O -1.14 3.13 -0.82
C 0.56 -0.63 -0.16
C -0.56 2.20 -0.31
C 1.04 -1.91 0.49
C -1.25 0.88 0.00
H -2.11 1.09 0.65
H 0.23 -2.64 0.54
H 0.51 2.26 -0.03
H 1.86 -2.34 -0.09
H 1.40 0.08 -0.29
H -1.64 0.49 -0.96
H 1.39 -1.72 1.50
H 0.15 -0.83 -1.16
*
```

Results of the Mulliken charge analysis, in e, for atoms 1 through 5: atom 1 (O): -0.3299, atom 2 (O): -0.4741, atom 3 (C): -0.1967, atom 4 (C): 0.0887, atom 5 (C): -1.2257